i | {"formula": "C3H12N2O2", "method": "ωB97M-V with the def2-TZVPD basis set", "elements": ["C", "C", "N", "C", "N", "H", "H", "H", "H", "H", "H", "H", "H", "H", "H", "O", "H", "H", "O"], "positions_angstrom": [[1.028, 0.539, 2.387], [0.522, 0.083, 1.010], [1.608, 0.000, 0.064], [1.445, 0.134, -1.301], [0.714, -0.597, -2.034], [1.321, 1.594, 2.361], [0.223, 0.470, 3.094], [1.853, -0.099, 2.695], [-0.233, 0.796, 0.655], [0.012, -0.890, 1.052], [2.543, 0.242, 0.383], [2.138, 0.861, -1.729], [0.628, -0.150, -2.941], [-1.290, -1.199, -1.449], [-1.948, -2.335, -0.712], [-1.965, -1.367, -0.775], [-2.953, 1.454, -0.140], [-1.998, 0.325, 0.116], [-2.230, 1.206, 0.453]], "lowdin_spin": [0.0045, 0.0942, 0.5205, 0.0185, 0.2301, 0.0010, -0.0006, 0.0008, 0.0297, 0.0455, 0.0090, 0.0195, 0.0048, 0.0025, 0.0001, 0.0055, 0.0003, -0.0003, 0.0144], "spin_multiplicity": 2, "total_charge": 1, "s2": 0.773}

***

ii | {"formula": "C3H12N2O2", "method": "ωB97M-V with the def2-TZVPD basis set", "elements": ["N", "C", "C", "O", "C", "N", "H", "H", "H", "H", "H", "H", "H", "H", "H", "H", "H", "H", "O"], "positions_angstrom": [[-0.745, 0.327, 1.588], [0.095, -0.028, 0.480], [1.419, 0.797, 0.346], [1.251, 2.147, 0.765], [0.599, -1.501, 0.478], [1.636, -1.720, -0.476], [-1.316, 1.077, 1.258], [-1.171, -0.355, 2.183], [-0.466, 0.107, -0.448], [2.152, 0.347, 1.016], [1.646, 0.856, -0.713], [0.678, 2.043, 1.540], [0.926, -1.771, 1.478], [-0.192, -2.228, 0.257], [1.424, -1.602, -1.464], [2.309, -2.469, -0.384], [-2.741, 1.411, -2.233], [-4.075, 0.931, -2.825], [-3.428, 1.631, -2.846]], "lowdin_spin": [0.0724, 0.0775, 0.0696, 0.0715, 0.0946, 0.4953, 0.0020, 0.0047, 0.0091, 0.0118, 0.0055, 0.0038, 0.0048, 0.0601, 0.0077, 0.0096, 0.0000, 0.0000, 0.0000], "spin_multiplicity": 2, "total_charge": 1, "s2": 0.756}

***

i comes first in stability; the runner-up is 0.0312 hartree higher.